13 unconnected molecules or ions with the total composition C48H100O13 at a distorted geometry, computed with wB97M-V/def2-TZVPD.

The geometry in ORCA input format:
```
! wB97M-V def2-TZVPD RIJCOSX def2/J DEFGRID3
* xyz 1 2
C -10.64544 -13.73106 -8.57989
C -11.87855 -13.17933 -8.00347
C -12.99797 -14.08241 -8.48100
O -12.40335 -14.65001 -9.71066
C -11.06588 -14.16608 -9.97568
H -10.30529 -14.62830 -8.06282
H -9.76649 -13.10362 -8.43200
H -12.21534 -12.26133 -8.48507
H -11.97917 -13.07103 -6.92354
H -13.94057 -13.55483 -8.62686
H -13.27960 -14.90672 -7.82579
H -11.06269 -13.29161 -10.62635
H -10.36608 -14.97552 -10.18352
C -16.71037 -14.74530 -12.61757
C -15.58234 -14.61225 -11.72675
C -14.55114 -15.55410 -12.23924
O -15.40267 -16.66012 -12.52809
C -16.66482 -16.25465 -12.99036
H -16.66652 -14.13348 -13.51860
H -17.63814 -14.47488 -12.11337
H -15.96746 -14.91643 -10.75348
H -15.15514 -13.61735 -11.60118
H -13.77512 -15.93504 -11.57533
H -14.13569 -15.18831 -13.17823
H -17.42316 -16.93279 -12.59902
H -16.51463 -16.33998 -14.06658
C -4.53834 -16.86612 -14.25962
C -5.84535 -17.48992 -14.86641
C -5.71159 -17.21380 -16.32945
O -4.81202 -16.14737 -16.39649
C -3.82494 -16.14519 -15.39396
H -3.88635 -17.67796 -13.93723
H -4.70622 -16.24379 -13.38063
H -6.76535 -17.05628 -14.47443
H -6.05025 -18.52680 -14.59994
H -6.68948 -16.96647 -16.74256
H -5.25326 -18.03421 -16.88168
H -3.48790 -15.13562 -15.15884
H -2.91746 -16.65245 -15.72149
C -9.55916 -18.35343 -16.37139
C -8.66494 -19.49429 -16.78804
C -8.78427 -20.65577 -15.81873
O -9.91460 -20.32996 -15.07128
C -10.08546 -18.91407 -15.02124
H -10.42155 -18.38382 -17.03732
H -9.15982 -17.34060 -16.31851
H -7.59372 -19.29501 -16.75848
H -8.88010 -19.80646 -17.80997
H -7.83558 -20.73616 -15.28804
H -9.04188 -21.59411 -16.30990
H -9.58211 -18.42623 -14.18652
H -11.10221 -18.70511 -14.68860
C -5.58902 -12.78622 -13.92801
C -4.98252 -11.52683 -14.56051
C -4.34931 -12.08668 -15.84360
O -4.97805 -13.42104 -16.07563
C -6.03580 -13.60951 -15.10380
H -6.34038 -12.69472 -13.14367
H -4.83683 -13.32260 -13.34956
H -4.20009 -11.00183 -14.01252
H -5.66238 -10.73439 -14.87346
H -3.30469 -12.30341 -15.62025
H -4.52682 -11.38404 -16.65778
H -6.23090 -14.63321 -14.78432
H -7.02436 -13.27196 -15.41509
C -11.05475 -14.15440 -13.97759
C -9.65693 -13.71896 -13.56089
C -8.86954 -14.99514 -13.79846
O -9.75686 -16.07441 -13.48464
C -11.08483 -15.62029 -13.62786
H -11.19104 -13.99522 -15.04726
H -11.92891 -13.65236 -13.56300
H -9.64739 -13.39809 -12.51923
H -9.29715 -12.82470 -14.06976
H -7.90173 -14.95999 -13.29826
H -8.77051 -15.08686 -14.88007
H -11.59268 -15.71267 -12.66783
H -11.45419 -16.14812 -14.50711
C -14.01362 -19.60736 -16.32807
C -14.53081 -18.23730 -16.10582
C -13.73775 -17.42634 -17.17646
O -13.39461 -18.44062 -18.10886
C -13.98352 -19.70623 -17.82382
H -14.50709 -20.40367 -15.77088
H -12.97809 -19.61500 -15.98790
H -14.23705 -17.89011 -15.11523
H -15.61631 -18.14240 -16.13372
H -12.81912 -17.10675 -16.68443
H -14.32538 -16.63996 -17.65015
H -13.45613 -20.57780 -18.21154
H -14.95182 -19.79112 -18.31705
C -5.50622 -15.31752 -9.43294
C -6.54834 -16.47993 -9.49685
C -7.48224 -16.10538 -10.68933
O -7.26354 -14.71320 -10.84023
C -5.90194 -14.35067 -10.56862
H -4.47999 -15.62686 -9.63111
H -5.60348 -14.91603 -8.42425
H -7.11145 -16.46260 -8.56373
H -6.00316 -17.42379 -9.50076
H -8.56207 -16.15933 -10.55094
H -7.21124 -16.62479 -11.60850
H -5.78299 -13.28330 -10.38237
H -5.35802 -14.55936 -11.48987
C -14.98069 -12.30850 -17.68069
C -14.51364 -11.71818 -16.40314
C -14.09183 -12.88982 -15.52198
O -13.99278 -14.05378 -16.39126
C -14.86032 -13.83629 -17.51384
H -14.41114 -11.80307 -18.46061
H -15.99908 -11.93787 -17.79734
H -15.32562 -11.09202 -16.03338
H -13.61581 -11.11429 -16.53474
H -14.76805 -12.98572 -14.67249
H -13.13835 -12.70630 -15.02670
H -15.78745 -14.24635 -17.11337
H -14.53974 -14.28524 -18.45394
C -8.17475 -9.55330 -9.57182
C -8.73578 -10.78947 -10.21056
C -9.68339 -10.10504 -11.33829
O -10.07908 -8.87953 -10.74286
C -9.30529 -8.50384 -9.61491
H -7.31516 -9.19654 -10.13921
H -7.98138 -9.64387 -8.50295
H -9.30412 -11.43681 -9.54271
H -7.95858 -11.44210 -10.60822
H -10.37355 -10.75392 -11.87748
H -8.96983 -9.86355 -12.12608
H -9.85304 -8.53797 -8.67315
H -8.83857 -7.52963 -9.76049
C -12.97698 -19.92040 -9.82106
C -12.99918 -18.44722 -10.17879
C -11.66491 -18.13566 -10.62451
O -10.85599 -18.94412 -9.76844
C -11.49980 -20.21086 -9.58250
H -13.40667 -20.49736 -10.63996
H -13.52018 -20.12568 -8.89862
H -13.15846 -17.72618 -9.37703
H -13.68431 -18.30031 -11.01373
H -11.39256 -17.08319 -10.54553
H -11.30278 -18.37795 -11.62365
H -11.19152 -20.83621 -8.74465
H -11.04069 -20.92203 -10.26919
C -8.29505 -9.78231 -15.04514
C -8.25176 -9.08897 -16.41187
O -9.40095 -9.52947 -17.15825
H -9.22971 -9.47858 -14.57372
H -7.43378 -9.63430 -14.39367
H -8.47597 -10.85053 -15.16463
H -7.29092 -9.21850 -16.90996
H -8.37889 -8.06686 -16.05519
H -10.24728 -9.29569 -16.77009
C -10.84606 -14.31252 -18.25230
C -10.96381 -12.88712 -17.81064
O -10.54570 -12.17600 -18.97943
H -9.85603 -14.59168 -18.61288
H -11.54132 -14.43187 -19.08324
H -11.15402 -15.01877 -17.48129
H -10.29787 -12.50874 -17.03510
H -12.01675 -12.72617 -17.57932
H -10.82964 -12.64261 -19.76889
*
```

Properties
Kohn-Sham gap (spin up / spin down) (eV): 8.238 / 2.342
HOMO (spin up / spin down) (eV): -10.76 / -10.76

12 unconnected molecules or ions with the total composition C48H104O24S8 at a distorted geometry, computed with wB97M-V/def2-TZVPD.

The geometry in ORCA input format:
```
! wB97M-V def2-TZVPD RIJCOSX def2/J DEFGRID3
* xyz 0 1
C 3.66906 -0.13694 1.62609
C 4.63151 0.50824 0.67160
O 4.86579 1.84954 1.12084
S 4.06657 3.03697 0.32149
C 5.12695 3.13644 -1.13052
O 2.76336 2.54711 -0.03779
O 4.19988 4.24346 1.08222
H 3.51718 -1.20711 1.48414
H 2.69622 0.34801 1.53716
H 4.00429 -0.02732 2.66075
H 5.55483 -0.04509 0.50198
H 4.13754 0.53208 -0.30795
H 6.14618 3.38397 -0.85441
H 4.68657 3.96165 -1.69634
H 5.05815 2.25715 -1.76573
C 0.16848 5.22369 -7.09825
C 0.03162 4.66332 -5.70248
O 1.34381 4.58041 -5.08229
S 1.50175 3.85590 -3.66545
C 2.00406 2.20264 -4.21160
O 2.61085 4.47727 -2.99056
O 0.20107 3.75869 -3.02448
H 0.52838 6.24996 -7.04892
H -0.87402 5.30747 -7.42180
H 0.71287 4.57234 -7.77443
H -0.61073 5.32280 -5.12275
H -0.33275 3.63569 -5.72296
H 1.36671 1.45509 -3.74389
H 3.01800 2.07174 -3.84397
H 1.90113 2.19304 -5.29110
C -3.24922 -6.04383 0.34005
C -3.93125 -4.91029 1.09742
O -3.06138 -4.61593 2.18566
S -3.24852 -3.23976 3.00665
C -2.75355 -2.06653 1.69479
O -4.65799 -3.09835 3.28090
O -2.31019 -3.21598 4.08117
H -3.02627 -6.89933 0.97446
H -2.30523 -5.61215 -0.00632
H -3.79435 -6.37624 -0.54237
H -4.04439 -4.06535 0.41462
H -4.90396 -5.21905 1.48290
H -2.01018 -1.41710 2.15319
H -3.64466 -1.47610 1.48928
H -2.34527 -2.51450 0.79544
C 0.94151 2.64463 3.82966
C 2.11215 3.60051 3.55715
O 2.34712 4.31987 4.78058
S 3.85327 4.75254 5.11823
C 4.16712 6.05089 3.88034
O 3.76824 5.34994 6.42108
O 4.73676 3.67366 4.78229
H 0.62061 2.18426 2.89740
H 0.19436 3.31648 4.25333
H 1.13440 1.88524 4.58781
H 3.03295 3.21688 3.12413
H 1.69430 4.29612 2.82375
H 5.16935 6.01945 3.46171
H 3.92342 7.06597 4.17806
H 3.50058 5.75481 3.06744
C 3.25825 -5.26445 -2.78046
C 3.02640 -4.50813 -1.50892
O 1.61928 -4.30400 -1.30917
S 1.11418 -3.81681 0.14559
C 1.17581 -5.40345 1.00422
O 2.04714 -2.94068 0.79390
O -0.23598 -3.38732 -0.05904
H 4.34154 -5.39854 -2.86919
H 2.93083 -4.72870 -3.67267
H 2.85609 -6.27313 -2.88534
H 3.43117 -5.03620 -0.63967
H 3.55061 -3.55038 -1.55006
H 0.93695 -5.22892 2.05241
H 2.18552 -5.80239 0.93532
H 0.48494 -6.12411 0.57467
C 0.65918 -2.24571 4.44857
C 2.15430 -2.28421 4.21449
O 2.88599 -2.65504 5.38099
S 3.99879 -3.81405 5.19427
C 5.10517 -3.05758 3.98674
O 4.66738 -3.90890 6.45716
O 3.31534 -4.96103 4.66681
H 0.26973 -1.52497 5.16336
H 0.28570 -3.26483 4.54531
H 0.17702 -1.94357 3.50886
H 2.24831 -2.97942 3.37639
H 2.50248 -1.29565 3.90664
H 5.86703 -3.80427 3.76854
H 5.58374 -2.23165 4.50466
H 4.51048 -2.81957 3.11049
C -5.47406 -1.80715 8.33493
C -4.95002 -0.49829 7.79556
O -4.22605 -0.83091 6.60546
S -3.82130 0.39812 5.64680
C -2.49969 1.07965 6.66163
O -3.24280 -0.13949 4.43971
O -4.88181 1.36137 5.63740
H -4.69698 -2.54484 8.52187
H -6.24481 -2.24919 7.69857
H -6.01955 -1.68259 9.27623
H -5.72391 0.25647 7.67015
H -4.30923 -0.09378 8.58881
H -1.82383 0.26717 6.90409
H -2.94974 1.60004 7.50521
H -2.01663 1.90523 6.13646
C -3.52700 6.27816 -0.92518
C -2.83868 5.92032 0.39136
O -1.54262 6.45546 0.55680
S -0.43326 5.73045 1.41437
C 0.10562 4.40220 0.33975
O 0.62174 6.66442 1.64570
O -1.08180 5.14244 2.56834
H -4.58008 6.40328 -0.66898
H -3.43884 5.53979 -1.71857
H -3.21446 7.25037 -1.31146
H -3.45377 6.28060 1.21858
H -2.88784 4.82805 0.45739
H 0.65356 4.83698 -0.49371
H -0.76975 3.84620 0.01399
H 0.79360 3.79581 0.92242
C -1.79796 1.34567 -5.30165
C -2.55805 1.15408 -4.15760
C -2.37046 0.00721 -3.40368
C -1.47175 -0.99039 -3.78766
C -0.80383 -0.80708 -4.98368
C -0.94311 0.35772 -5.74013
H -2.07251 2.12512 -6.00695
H -3.26726 1.90273 -3.83195
H -3.00470 -0.11953 -2.53270
H -1.34318 -1.96694 -3.34000
H -0.19589 -1.59766 -5.41151
H -0.29866 0.42948 -6.60844
C -6.14790 -0.44186 -0.06208
C -6.15770 -1.83258 -0.02383
C -6.02388 -2.60453 -1.16987
C -5.91959 -1.93753 -2.38733
C -5.88864 -0.56080 -2.42603
C -5.92237 0.21319 -1.26069
H -6.46569 0.12029 0.80844
H -6.35287 -2.23982 0.96270
H -6.10931 -3.67713 -1.05940
H -5.95767 -2.44138 -3.34632
H -5.79570 -0.04853 -3.37684
H -5.87438 1.28423 -1.40817
C 3.56255 -1.17338 -3.88085
C 2.96042 -1.89616 -5.09709
C 4.06960 -2.45399 -6.00300
C 3.59486 -3.31292 -7.16333
C 3.10904 -4.70141 -6.73928
C 3.13611 -5.77058 -7.84275
H 2.79679 -0.69211 -3.25855
H 4.16994 -0.30446 -4.13844
H 4.01490 -1.93850 -3.25150
H 2.25980 -2.65972 -4.74488
H 2.30368 -1.21519 -5.64645
H 4.86687 -2.98365 -5.47778
H 4.49550 -1.56601 -6.48383
H 2.78765 -2.81778 -7.71576
H 4.45642 -3.32810 -7.83868
H 3.80398 -5.00405 -5.94696
H 2.09385 -4.68998 -6.34022
H 4.12465 -5.90123 -8.27863
H 2.79294 -6.69596 -7.38033
H 2.43698 -5.47332 -8.62616
C -4.05253 2.79995 2.21680
C -3.40273 2.02187 1.05915
C -2.01971 1.47344 1.45023
C -1.41316 0.77905 0.21584
C 0.03741 0.36203 0.39262
C 0.64139 -0.26275 -0.85589
H -3.99735 2.12231 3.06801
H -5.07204 3.00038 1.88194
H -3.53885 3.72637 2.47097
H -4.01441 1.15108 0.81694
H -3.32690 2.73923 0.23414
H -2.18690 0.80304 2.29035
H -1.38469 2.34011 1.64801
H -1.95089 -0.14689 -0.03698
H -1.59450 1.38022 -0.68198
H 0.62734 1.23729 0.68928
H 0.10314 -0.34764 1.22480
H 1.45278 -0.91245 -0.51367
H -0.04429 -1.00955 -1.26506
H 0.95897 0.48988 -1.57367
*
```

Properties
Kohn-Sham gap (eV): 9.498
HOMO (eV): -9.51
Energy above the lowest of the compared OMol25 structures with the same formula, charge and spin (kJ/mol): 0.0
SMILES: CCOS(C)(=O)=O.CCOS(C)(=O)=O.CCOS(C)(=O)=O.CCOS(C)(=O)=O.CCOS(C)(=O)=O.CCOS(C)(=O)=O.CCOS(C)(=O)=O.CCOS(C)(=O)=O.c1ccccc1.c1ccccc1.CCCCCC.CCCCCC